*one*
C2H8O4P | ωB97M-V/def2-TZVPD

Atoms and positions in Å:
1 C -1.9401 1.7904 0.4250
2 C 2.6495 -0.7560 -0.1047
3 O -1.2933 -0.9689 0.9218
4 O -0.5249 -1.3441 -1.4877
5 O -1.3231 0.9665 -0.6325
6 O 1.6613 0.0910 0.3440
7 P -0.5268 -0.3464 -0.2664
8 H -1.1273 2.1065 1.0557
9 H -2.8040 1.2306 0.8531
10 H -2.5821 2.5555 0.0016
11 H 2.5128 -1.8836 0.1069
12 H 3.5108 -0.4588 0.5063
13 H 2.7626 -0.7596 -1.1560
14 H -0.7474 -1.2616 1.7433
15 H -0.2280 -0.9617 -2.3103

Computed properties:
* net charge: +1
* LUMO (alpha / beta): -6.14 / -6.14 eV

***

*two*
C2H8O4P | ωB97M-V/def2-TZVPD

Atoms and positions in Å:
1 C -1.1057 -0.7487 -1.8129
2 C 0.7344 -0.2448 2.2933
3 O 1.6028 0.6451 -0.8401
4 O -0.1487 2.2665 -0.6304
5 O -0.8446 -0.1782 -0.5139
6 O 0.3188 0.7745 1.4298
7 P 0.2535 0.8237 -0.0984
8 H -1.4419 -1.7381 -1.6521
9 H -0.1278 -0.8248 -2.4083
10 H -1.7996 0.0259 -2.2951
11 H 0.9463 -1.2341 1.7731
12 H -0.0246 -0.2874 3.1388
13 H 1.6414 -0.0236 2.7846
14 H 1.9086 1.4207 -1.2490
15 H -0.9225 2.7015 -0.2707

Computed properties:
* net charge: +1
* LUMO: -3.35 eV

***

Tell me which of them is the most stable. Sure, it is *two*.

***

*one*
C4H6O5 | ωB97M-V/def2-TZVPD

Atoms and positions in Å:
1 C -1.5142 0.8036 -0.3554
2 C -0.1463 -0.8369 1.1758
3 C 1.5459 -1.0313 0.1790
4 C -0.5185 -0.3116 -0.0750
5 O -1.8969 0.8044 -1.6945
6 O -0.9352 2.0152 0.0839
7 O 2.1964 0.1531 0.3062
8 O 2.0352 -2.1133 0.1175
9 O 0.3080 -0.6013 -1.0152
10 H -0.0824 2.1388 -0.3558
11 H -1.1397 0.5462 -2.2414
12 H 3.1437 -0.0510 0.3076
13 H -2.4158 0.6817 0.2436
14 H -0.1737 -1.9171 1.2535
15 H -0.4064 -0.2805 2.0701

Computed properties:
* net charge: 0
* LUMO: -0.35 eV

***

*two*
C4H6O5 | ωB97M-V/def2-TZVPD

Atoms and positions in Å:
1 O 3.1308 -1.3388 -0.5306
2 C 2.2620 -1.1141 0.1568
3 O 2.2099 -1.3510 1.5021
4 C 0.9206 -0.5085 -0.4410
5 O -0.0320 -0.3636 0.6991
6 C -1.3293 -0.0985 0.4069
7 C -1.3966 1.3161 -0.2258
8 O -0.4237 2.2117 -0.3255
9 O -2.7000 1.5967 -0.4983
10 H 1.3219 -1.3310 1.6224
11 H 0.4996 -0.9998 -1.2061
12 H 1.5630 0.4361 -1.0310
13 H -1.5035 -0.7218 -0.6339
14 H -1.9198 -0.0069 1.4547
15 H -2.6028 2.2735 -0.9499

Computed properties:
* net charge: 0
* LUMO: 0.31 eV
* structure (SMILES): O=C(O)COCC(=O)O

***

Tell me which of them is the most stable. Sure, it is *one*.

***

*one*
C4H5NS2 | ωB97M-V/def2-TZVPD

Atoms and positions in Å:
1 C 0.7335 -0.7100 0.3755
2 C 1.8637 -0.1694 -0.4828
3 C 3.0953 -0.3571 -0.9847
4 C -0.7736 -0.0761 0.0217
5 H 2.4406 -0.3062 1.8658
6 H 0.4444 0.8798 1.6708
7 H 0.3209 -1.7911 0.1911
8 H 4.0681 -0.7991 -1.6621
9 H 0.6371 1.6485 -0.5194
10 N 0.9302 -0.3322 1.7566
11 S -0.6782 1.7292 -0.1310
12 S -2.0677 -1.0687 -0.3328

Computed properties:
* net charge: 0
* LUMO: -0.91 eV

***

*two*
C4H5NS2 | ωB97M-V/def2-TZVPD

Atoms and positions in Å:
1 C 0.0712 -1.3663 2.3767
2 C -0.6696 0.7724 -0.6880
3 C -0.6627 -0.2731 0.4003
4 C 0.2552 -0.3553 1.3687
5 N -0.1481 -2.2120 3.1087
6 S 0.4412 0.1589 -2.2707
7 S 2.2655 -0.0196 -1.5814
8 H -1.7076 0.8962 -1.1403
9 H -0.1176 1.6328 -0.5405
10 H -1.3915 -1.0425 0.2889
11 H 1.2256 0.3030 1.6167
12 H 0.4386 1.5056 -2.9391

Computed properties:
* net charge: 0
* LUMO: -0.56 eV

***

*three*
C4H5NS2 | ωB97M-V/def2-TZVPD

Atoms and positions in Å:
1 S 2.2688 2.3450 0.4280
2 C 0.9747 1.7809 -0.1244
3 N 0.4254 0.4118 -0.4162
4 C -1.0225 -0.0596 -0.5275
5 C -0.6111 -1.3656 0.2191
6 C 0.7618 -0.7542 0.3682
7 S 2.0133 -1.5556 1.1650
8 H 0.1342 2.6114 -0.2604
9 H -1.7575 0.5378 0.1041
10 H -1.1125 -0.1517 -1.5625
11 H -1.3451 -1.5937 1.0434
12 H -0.7294 -2.2065 -0.4370

Computed properties:
* net charge: 0
* LUMO: -0.41 eV
* structure (SMILES): S=CN1CCC1=S

***

*four*
C4H5NS2 | ωB97M-V/def2-TZVPD

Atoms and positions in Å:
1 C -1.6278 0.6414 0.1571
2 C 0.5770 0.3685 0.1176
3 C 1.5937 -0.6222 -0.0783
4 C 0.1413 -1.0600 0.4533
5 H -0.6767 1.4562 -1.4429
6 H 0.8098 0.9699 1.0297
7 H 2.4458 -0.2204 0.5311
8 H 1.6220 -1.4562 -0.7860
9 H -0.0174 -1.7512 -0.5103
10 N -0.5918 0.6001 -0.7035
11 S -2.9248 1.6599 0.0132
12 S -1.3510 -0.5861 1.2189

Computed properties:
* net charge: 0
* LUMO: 0.47 eV

***

Tell me which of them is the most stable. Sure, it is *two*.

***

*one*
C15H13Br9N2O4 | ωB97M-V/def2-TZVPD

Atoms and positions in Å:
1 C -0.6164 -1.5850 -0.9493
2 Br -1.2397 -3.2348 -0.0470
3 Br -1.0614 -1.5593 -2.8788
4 Br 1.3730 -1.5287 -0.6959
5 H -1.0319 -0.7198 -0.4327
6 C -0.6120 0.7186 -4.0455
7 Br -0.9327 -0.1015 -5.8252
8 Br -0.7923 2.6443 -3.9879
9 Br 1.1921 0.3666 -3.4768
10 H -1.2039 0.1717 -3.3117
11 C -0.3508 -5.4200 0.6323
12 Br 1.2888 -6.5755 0.8475
13 Br -0.9143 -4.3502 2.2161
14 Br -1.9174 -6.4056 -0.0639
15 H -0.0121 -4.6742 -0.0867
16 C 1.4008 1.7974 2.9005
17 C 1.5396 0.6598 3.6516
18 C 0.7699 -0.4405 3.3887
19 C -0.1467 -0.4254 2.3461
20 C -0.2175 0.7112 1.5832
21 C 0.4825 1.8272 1.8622
22 N -0.9734 -1.5662 2.0712
23 O -1.6879 -1.5200 1.0608
24 O -0.9924 -2.4756 2.9141
25 H 2.0818 2.5849 3.1877
26 H 2.1269 0.6739 4.5579
27 H 0.9315 -1.2923 4.0327
28 H -0.7864 0.7436 0.6658
29 H 0.4585 2.6574 1.1719
30 C 1.9885 2.2703 -0.4209
31 C 1.0347 3.2214 -0.1014
32 C -0.3230 3.0573 -0.4893
33 C -0.7393 1.9173 -1.1850
34 C 0.2261 0.9594 -1.5106
35 C 1.5703 1.1594 -1.1871
36 N -2.1525 1.6901 -1.6141
37 O -2.8673 2.6674 -1.8389
38 O -2.5114 0.5923 -1.9045
39 H 2.9716 2.4793 -0.0257
40 H 1.3665 3.9890 0.5820
41 H -1.0415 3.8027 -0.1818
42 H -0.0407 0.0683 -2.0594
43 H 2.3620 0.4436 -1.3525

Computed properties:
* net charge: 0
* LUMO: -1.76 eV

***

*two*
C15H13Br9N2O4 | ωB97M-V/def2-TZVPD

Atoms and positions in Å:
1 C 1.6983 -8.3508 -3.8334
2 Br 1.1852 -9.0028 -5.6476
3 Br 0.0934 -8.0867 -2.6336
4 Br 2.8861 -6.7336 -4.0654
5 H 2.3259 -9.1970 -3.5540
6 C -8.8964 0.2122 2.7634
7 Br -10.3046 0.7029 4.0628
8 Br -9.5425 -0.6723 1.1677
9 Br -7.5022 -0.6975 3.8180
10 H -8.5119 1.1985 2.5035
11 C 0.1663 4.1143 3.7055
12 Br 0.0169 5.8681 4.6189
13 Br 1.7885 3.0148 4.2060
14 Br 0.0308 4.3635 1.7239
15 H -0.6261 3.4593 4.0678
16 C 5.6886 4.6249 -2.6547
17 C 6.2964 3.5511 -3.3232
18 C 6.3462 2.4052 -2.6166
19 C 5.3382 2.2147 -1.5939
20 C 4.5204 3.2435 -1.1327
21 C 4.7848 4.4702 -1.6232
22 N 5.3645 0.8386 -0.9290
23 O 6.3234 0.1977 -1.0437
24 O 4.2781 0.5244 -0.4594
25 H 5.7417 5.6118 -3.0902
26 H 6.7975 3.6236 -4.2771
27 H 6.8753 1.5557 -3.0226
28 H 3.8886 3.0907 -0.2703
29 H 4.2260 5.3573 -1.3640
30 C -1.8863 -3.0333 0.7441
31 C -3.1879 -3.0768 0.2631
32 C -4.0470 -1.9597 0.5209
33 C -3.4425 -0.7727 1.1157
34 C -2.1132 -0.8206 1.6749
35 C -1.2631 -1.9878 1.4214
36 N -4.2467 0.4338 1.2817
37 O -4.1084 1.1115 2.2769
38 O -4.8919 0.7905 0.4099
39 H -1.4703 -4.0278 0.6783
40 H -3.5267 -4.0174 -0.1454
41 H -5.0205 -2.0879 0.0712
42 H -1.7651 0.0138 2.2657
43 H -0.3077 -2.0679 1.9186

Computed properties:
* net charge: 0
* LUMO: -0.75 eV

***

Tell me which of them is the most stable. Sure, it is *two*.